Entry 1:
The following is a quantum chemistry calculation of C22H58O8Zn as an isolated structure at a distorted geometry, from the Open Molecules 2025 dataset.

The orbital gap is 7.80 eV. For the maximum force, the calculation gives 3.0 eV Å⁻¹. The energy above the lowest of the compared OMol25 structures with the same formula, charge and spin comes out at 23.2 kJ/mol. Its total energy is -3254.13245 a.u. The value obtained for the LUMO energy is -1.5 eV.

The geometry in ORCA input format:
```
! wB97M-V def2-TZVPD RIJCOSX def2/J DEFGRID3
* xyz 0 1
Zn -1.8079 -0.2376 -2.8116
C 1.8312 -1.7516 -3.7848
C 0.4749 -2.3663 -3.9006
O -0.5060 -1.4614 -3.4349
H 1.7403 -0.7083 -4.1020
H 2.5685 -2.1497 -4.4846
H 2.1764 -1.6737 -2.7519
H 0.3658 -3.3336 -3.3985
H 0.2364 -2.5420 -4.9585
C 0.7161 0.4078 -0.8580
C -0.6463 0.6322 -0.2276
O -1.7487 0.3208 -0.9841
H 0.9781 -0.6527 -0.8025
H 1.4717 0.8713 -0.2142
H 0.8272 0.7291 -1.8928
H -0.6460 1.6160 0.2932
H -0.6844 0.1130 0.7521
C -6.2328 -1.6012 0.0049
C -5.3702 -0.4151 0.4479
C -4.3811 -0.6362 1.5699
O -4.7495 0.0278 -0.7645
H -6.8837 -1.1836 -0.7664
H -6.9336 -1.9891 0.7455
H -5.6047 -2.3835 -0.4209
H -6.1078 0.3497 0.7294
H -3.5668 -1.2578 1.1839
H -4.8081 -1.0855 2.4652
H -3.9108 0.3019 1.8774
H -3.8945 0.4084 -0.5078
C -0.2082 4.6922 1.1680
C 0.6534 4.9055 -0.0757
C 2.1354 4.7543 0.2586
O 0.2327 3.9988 -1.0870
H -1.2916 4.7302 1.0780
H 0.0217 5.5103 1.8646
H 0.0967 3.8003 1.7251
H 0.4953 5.9104 -0.4708
H 2.3975 5.1032 1.2571
H 2.7731 5.3287 -0.4190
H 2.4356 3.7173 0.0878
H 0.1669 3.1280 -0.6803
C -1.1831 -0.8072 3.7053
C -1.1990 0.6929 4.0419
C 0.2433 1.1970 4.2730
O -1.6958 1.4254 2.9291
H -2.1923 -1.1948 3.5899
H -0.7853 -1.2667 4.6174
H -0.4914 -0.9599 2.8796
H -1.8095 0.8566 4.9273
H 0.8759 0.8915 3.4380
H 0.6521 1.0658 5.2757
H 0.2197 2.2916 4.2129
H -1.1499 1.2925 2.1491
C 3.6305 -1.3412 1.1350
C 3.9206 -2.3180 2.2658
C 4.1184 -1.5103 3.5535
O 2.7613 -3.1238 2.4345
H 4.5687 -0.8126 0.9380
H 2.8243 -0.6303 1.2872
H 3.4601 -1.8896 0.2035
H 4.7965 -2.9447 2.0720
H 3.2217 -0.8868 3.6574
H 4.8859 -0.7352 3.5760
H 4.1424 -2.1714 4.4214
H 2.9354 -3.7445 3.1498
C 2.1980 1.5706 -5.9627
C 1.4733 2.0440 -4.7002
C 2.5398 2.2677 -3.6276
O 0.7577 3.2519 -4.9470
H 1.6814 1.8322 -6.8900
H 2.5353 0.5371 -5.9372
H 3.0851 2.2020 -6.1140
H 0.7678 1.2709 -4.3917
H 2.9869 1.3083 -3.3546
H 2.0891 2.6033 -2.6867
H 3.2820 3.0223 -3.8867
H 1.4328 3.9380 -4.9825
C -2.5795 -4.0371 1.3101
C -1.5580 -3.2452 0.5335
C -0.1196 -3.4695 0.9701
O -1.7050 -3.6452 -0.8460
H -2.5633 -3.7901 2.3761
H -2.3242 -5.0987 1.3003
H -3.5910 -3.8811 0.9408
H -1.7085 -2.1571 0.5085
H 0.0334 -3.0461 1.9648
H 0.6015 -3.0268 0.2810
H 0.1127 -4.5356 1.0340
H -0.9901 -3.2206 -1.3351
*
```

Atom charges from the Mulliken analysis, given in e for atoms 1 to 4: atom 1 (Zn): 0.578, atom 2 (C): -0.104, atom 3 (C): -0.552, atom 4 (O): -0.238

Entry 2:
The following is a quantum chemistry calculation of a 7-piece molecular cluster, C22H59NO24P6 overall at a distorted geometry, from the Open Molecules 2025 dataset.

The orbital gap is 8.59 eV. For the maximum force, the calculation gives 3.4 eV Å⁻¹. Its total energy is -4782.61226 a.u. The value obtained for the LUMO energy is 0.2 eV. The SMILES is COP(=O)(OC)OC.COP(=O)(OC)OC.COP(=O)(OC)OC.COP(=O)(OC)OC.COP(=O)(OC)OC.COP(=O)(OC)OC.c1cc[nH]c1.

The geometry in ORCA input format:
```
! wB97M-V def2-TZVPD RIJCOSX def2/J DEFGRID3
* xyz 0 1
C 2.8258 -0.6839 0.1060
O 1.5260 -0.5562 0.6220
P 0.3023 0.0613 -0.2837
O -0.1584 -0.6256 -1.5317
O -0.8566 0.1931 0.8208
C -1.2317 -0.8794 1.7473
O 0.8412 1.5797 -0.5198
C -0.1207 2.5929 -0.7498
H 2.8018 -1.2994 -0.7933
H 3.4703 -1.2648 0.7658
H 3.2297 0.3234 0.0039
H -0.7785 -1.8212 1.4378
H -2.3142 -0.8962 1.8734
H -0.8760 -0.5729 2.7310
H 0.0145 3.0851 -1.7129
H 0.2829 3.4616 -0.2296
H -1.1560 2.2868 -0.6003
C -8.4182 7.8184 -7.3541
O -7.1264 7.9305 -7.9342
P -5.8389 8.6371 -7.2803
O -4.7116 8.8413 -8.2208
O -5.5593 7.5834 -6.0316
C -5.2394 6.2168 -6.2809
O -6.3794 9.8853 -6.4319
C -5.3584 10.7974 -5.9350
H -8.5412 8.4969 -6.5100
H -8.8127 6.9056 -6.9077
H -9.1894 8.1539 -8.0476
H -4.1593 6.0770 -6.2379
H -5.6194 5.9478 -7.2665
H -5.8150 5.6615 -5.5403
H -5.2182 10.7738 -4.8543
H -5.6408 11.8477 -6.0070
H -4.3369 10.7513 -6.3124
C -0.6947 0.9299 -10.6462
O -1.9275 0.0847 -10.6060
P -1.9307 -1.4886 -10.9121
O -3.2680 -1.9989 -11.1846
O -1.2541 -2.2138 -9.6718
C -2.0020 -3.0231 -8.7829
O -0.8347 -1.5894 -12.0988
C -1.1448 -1.6096 -13.4549
H -0.4085 1.4077 -9.7093
H -0.9095 1.7991 -11.2680
H 0.1336 0.3230 -11.0117
H -1.4632 -3.9266 -8.4975
H -2.9869 -3.2373 -9.1978
H -2.2338 -2.4971 -7.8568
H -1.8292 -2.3679 -13.8353
H -0.1988 -1.8148 -13.9559
H -1.4725 -0.6227 -13.7816
C 2.2868 -6.9986 5.5367
O 1.9564 -7.6593 6.8069
P 1.1211 -9.0870 6.8259
O 1.7136 -10.4028 6.4197
O 0.4140 -9.1432 8.3118
C 0.6963 -10.1974 9.2171
O -0.2875 -8.7822 6.0784
C -0.3942 -8.8973 4.6942
H 3.3685 -6.9301 5.4208
H 1.7202 -6.0695 5.4758
H 1.9402 -7.4880 4.6265
H -0.1702 -10.7502 9.5800
H 0.8374 -9.8952 10.2549
H 1.5390 -10.8673 9.0460
H 0.4804 -8.8182 4.0484
H -1.2189 -8.1917 4.5937
H -0.7992 -9.8997 4.5554
C 2.3281 3.7426 9.5329
O 1.2648 3.1544 8.9173
P 1.3559 2.0835 7.7011
O 2.5715 1.2184 7.5274
O -0.0716 1.3139 7.9553
C -1.2135 2.0450 8.3765
O 1.0993 3.0859 6.4244
C 2.1663 3.5682 5.5011
H 3.0670 4.2539 8.9159
H 2.9084 2.8738 9.8436
H 2.0950 4.4270 10.3486
H -1.5021 1.7932 9.3970
H -2.1196 1.8613 7.7990
H -1.0344 3.1181 8.4436
H 2.2180 4.6558 5.4497
H 1.8063 3.0806 4.5952
H 3.1894 3.2332 5.6718
C 10.0932 -4.3747 -0.8634
O 11.1992 -3.8142 -0.0238
P 11.2605 -3.8125 1.5749
O 12.5937 -3.4139 2.1402
O 9.9679 -2.9815 2.0227
C 10.0427 -1.7810 2.7483
O 10.9117 -5.3890 1.9479
C 10.5482 -5.7264 3.2769
H 9.2389 -4.7956 -0.3332
H 10.5622 -5.0801 -1.5494
H 9.7620 -3.4904 -1.4078
H 11.0405 -1.3536 2.6488
H 9.7972 -1.9841 3.7907
H 9.3202 -1.0239 2.4435
H 10.0644 -4.8747 3.7551
H 11.3239 -6.2153 3.8662
H 9.7462 -6.4608 3.3510
C -9.2040 4.0939 1.0498
C -8.1280 3.6577 1.8456
C -8.3570 3.7937 3.1812
N -9.4565 4.5508 3.3082
C -10.0196 4.6918 2.0082
H -9.3215 4.1046 -0.0237
H -7.3145 3.1240 1.3768
H -7.5944 3.6593 3.9340
H -9.8763 4.8006 4.1922
H -10.9460 5.1992 1.7827
*
```

Atom charges from the Mulliken analysis, given in e for atoms 1 to 4: atom 1 (C): -0.684, atom 2 (O): -0.233, atom 3 (P): 0.958, atom 4 (O): -0.660

Entry 3:
The following is a quantum chemistry calculation of C22H60AsF6O8 as an isolated structure at a distorted geometry, from the Open Molecules 2025 dataset.

The orbital gap is 9.92 eV. For the maximum force, the calculation gives 1.8 eV Å⁻¹. Its total energy is -4311.33190 a.u. The value obtained for the LUMO energy is 2.7 eV.

The geometry in ORCA input format:
```
! wB97M-V def2-TZVPD RIJCOSX def2/J DEFGRID3
* xyz -1 1
As -0.6118 0.1801 -0.1273
F 0.5522 -0.4068 1.0047
F 0.4855 -0.1182 -1.4306
F -1.7996 0.8490 -1.2125
F -1.7339 0.5255 1.1499
F 0.0431 1.8010 -0.0126
F -1.2871 -1.3797 -0.3293
C -1.5857 -1.0187 4.2090
C -1.5947 -2.0887 3.1111
O -2.7737 -2.0075 2.3347
H -2.2228 -1.3507 5.0372
H -2.0371 -0.0983 3.8442
H -0.5814 -0.8606 4.6027
H -1.5526 -3.0997 3.5148
H -0.6811 -1.9229 2.5258
H -2.7717 -1.1510 1.8934
C -5.8996 -2.4636 -2.1130
C -4.8547 -1.3926 -2.0223
O -4.4358 -1.2424 -0.6660
H -6.8363 -2.1739 -1.6295
H -5.5973 -3.3792 -1.6042
H -6.0733 -2.6908 -3.1662
H -5.2137 -0.4185 -2.3761
H -3.9838 -1.6680 -2.6320
H -3.8524 -0.4809 -0.5945
C -0.6931 -4.9261 -1.1526
C -1.6280 -4.3357 -2.2085
C -1.3491 -4.9600 -3.5682
O -2.9852 -4.5313 -1.8371
H 0.3426 -4.6288 -1.3239
H -0.7322 -6.0217 -1.1711
H -1.0127 -4.5953 -0.1635
H -1.4383 -3.2631 -2.2418
H -1.6304 -6.0136 -3.6221
H -0.2989 -4.8355 -3.8460
H -1.8992 -4.4299 -4.3536
H -3.2224 -5.4576 -1.9383
C -1.0006 3.2353 3.1693
C -0.1253 4.3837 3.6670
C -0.7235 5.1376 4.8329
O 1.1532 3.8979 4.0732
H -2.0396 3.5799 3.0847
H -0.9727 2.3738 3.8328
H -0.7486 2.9740 2.1403
H 0.0382 5.0616 2.8169
H -1.5312 5.8103 4.5386
H 0.0712 5.7389 5.2802
H -1.1395 4.4578 5.5796
H 1.3563 3.1104 3.5439
C 3.8072 1.4735 1.4104
C 3.0171 0.9001 2.5843
C 3.6670 1.0581 3.9339
O 1.7241 1.5379 2.6343
H 3.2275 1.3513 0.4956
H 4.6580 0.7940 1.2432
H 4.2090 2.4562 1.6358
H 2.8155 -0.1633 2.4052
H 3.7008 2.0958 4.2589
H 4.6597 0.5978 3.9238
H 3.1402 0.4388 4.6657
H 1.2617 1.2772 1.8301
C 4.4049 -2.5465 0.5277
C 3.1128 -3.1458 -0.0328
C 2.1186 -3.3784 1.1007
O 2.5460 -2.2197 -0.9721
H 4.2303 -1.5074 0.8034
H 5.1838 -2.5972 -0.2335
H 4.7362 -3.0793 1.4232
H 3.2956 -4.0245 -0.6512
H 2.4781 -4.1467 1.7861
H 1.1198 -3.6055 0.7317
H 2.0406 -2.4292 1.6405
H 2.0756 -1.5458 -0.4672
C 0.6226 5.0843 -1.7866
C 1.9276 4.3432 -1.5260
C 2.4311 4.5258 -0.1044
O 1.7916 2.9674 -1.8300
H -0.1980 4.5513 -1.3073
H 0.4386 5.1160 -2.8640
H 0.6887 6.1338 -1.4900
H 2.7081 4.7412 -2.1832
H 2.4976 5.5621 0.2416
H 3.4315 4.1067 0.0276
H 1.7812 4.0201 0.6219
H 1.2794 2.5770 -1.1081
C -1.0325 -0.9584 -4.4281
C -0.2014 0.1799 -4.9954
C -0.9605 1.5003 -4.9483
O 1.0273 0.3436 -4.2898
H -0.5593 -1.9282 -4.6012
H -2.0147 -1.0102 -4.9066
H -1.1933 -0.8274 -3.3552
H 0.0851 -0.0627 -6.0214
H -1.9092 1.3854 -5.4921
H -0.3955 2.2490 -5.5017
H -1.1868 1.7957 -3.9267
H 0.8192 0.3068 -3.3474
*
```

Atom charges from the Mulliken analysis, given in e for atoms 1 to 4: atom 1 (As): 2.447, atom 2 (F): -0.330, atom 3 (F): -0.300, atom 4 (F): -0.553